Record 1
{"formula": "CH4F2Si", "method": "ωB97M-V/def2-TZVPD", "species": ["C", "F", "F", "Si", "H", "H", "H", "H"], "coordinates": [[0.157786, -0.779669, -0.567329], [-1.797515, 0.818222, 0.914765], [-0.560551, 2.210470, -0.699765], [-0.388442, 0.888069, 0.100178], [-0.680825, -1.235493, -1.019823], [1.068121, -0.770513, -1.241061], [0.534129, -1.315258, 0.178286], [1.667298, 0.184171, 2.334749]], "forces_ev_per_angstrom": [[0.21, 3.06, -3.70], [0.72, -0.41, -0.70], [0.00, 0.78, -1.35], [0.62, -1.11, 2.99], [-0.78, -0.87, -0.72], [-1.32, 0.52, 0.20], [0.95, -2.22, 3.74], [-0.41, 0.26, -0.45]], "orbital_gap_ev": [10.009, 7.244], "homo_ev": [-10.45, -7.81]}


Record 2
{"formula": "CH4F2Si", "method": "ωB97M-V/def2-TZVPD", "species": ["C", "F", "F", "Si", "H", "H", "H", "H"], "coordinates": [[0.437555, 0.492886, 0.739046], [-2.842595, -2.234708, -0.185586], [-0.748841, -3.084093, -1.038188], [-1.613023, -1.721007, -0.953692], [0.811624, 1.072081, -0.125276], [-0.338851, 0.910146, 1.391808], [1.378799, 0.005821, 1.084671], [-1.954411, -1.724014, -2.425502]], "forces_ev_per_angstrom": [[1.55, 0.30, -0.77], [-2.13, -0.18, 1.42], [0.54, 0.35, 0.37], [2.19, -0.54, -1.72], [-1.13, -0.07, 0.26], [0.53, -0.43, -0.31], [-1.41, -0.19, 0.48], [-0.14, 0.76, 0.27]], "orbital_gap_ev": [8.279, 8.550], "homo_ev": [-9.63, -8.99]}


Record 3
{"formula": "CH4FInNO4", "method": "ωB97M-V/def2-TZVPD", "species": ["In", "N", "O", "O", "O", "F", "C", "O", "H", "H", "H", "H"], "coordinates": [[-14.661287, 17.086662, -23.937177], [-15.392435, 14.942579, -21.147731], [-15.435738, 16.119941, -20.827430], [-15.144985, 14.683114, -22.369312], [-15.537187, 14.033959, -20.388606], [-16.491389, 17.594464, -25.933024], [-13.007946, 19.572260, -21.737308], [-13.809351, 18.386745, -21.565155], [-12.443440, 19.851813, -20.847906], [-12.198846, 19.279235, -22.409293], [-13.588337, 20.406613, -22.119197], [-14.007121, 18.211634, -20.638507]], "forces_ev_per_angstrom": [[-1.94, -0.29, -0.26], [0.04, 1.15, 1.26], [-0.05, 0.02, -0.16], [0.36, 0.61, -1.42], [-0.05, -0.57, -0.43], [1.93, -0.47, 2.07], [1.03, -0.32, -0.26], [-0.22, -0.21, -0.78], [-0.57, -0.05, 0.36], [-0.23, 0.28, -0.39], [-0.07, -0.04, 0.05], [-0.22, -0.10, -0.05]], "orbital_gap_ev": 3.888, "total_charge": 1, "homo_ev": -14.96}


Record 4
{"formula": "CH4FN2O", "method": "ωB97M-V/def2-TZVPD", "species": ["C", "N", "N", "O", "F", "H", "H", "H", "H"], "coordinates": [[-0.010815, 0.613656, -0.375948], [-1.060635, 0.269914, 0.267562], [2.230524, -0.705669, -0.519522], [3.000974, 0.250618, -0.268547], [-3.297567, -1.257314, -0.368598], [0.535359, 1.526924, 0.016974], [-1.550075, 0.753667, 1.005203], [-1.481512, -0.595602, -0.052347], [1.633744, -0.856192, 0.295224]], "forces_ev_per_angstrom": [[1.71, 0.49, -0.01], [0.38, -0.30, -0.28], [2.06, 2.31, -0.29], [-1.61, -2.12, -0.39], [0.56, 0.14, 0.22], [-0.87, -0.23, -0.08], [-0.11, 0.17, 0.19], [-1.67, -0.34, 0.00], [-0.45, -0.11, 0.64]], "orbital_gap_ev": [7.531, 7.533], "total_charge": -1, "homo_ev": [-4.29, -4.29]}


Record 5
{"formula": "CH4FNO2", "method": "ωB97M-V/def2-TZVPD", "species": ["C", "N", "O", "O", "F", "H", "H", "H", "H"], "coordinates": [[-0.123978, 0.024395, 0.026818], [1.108372, 0.419805, 0.650604], [-0.501727, -1.247491, 0.342454], [-1.099165, 0.917280, 0.310812], [2.190121, -0.116927, -0.058610], [0.214046, 0.028766, -1.478262], [1.225555, 1.432680, 0.591905], [0.231315, -1.862440, 0.204967], [-1.834897, 0.440618, 0.718932]], "forces_ev_per_angstrom": [[1.64, -0.33, -4.83], [-0.10, 0.47, 0.98], [-0.27, -0.24, 0.29], [-0.03, 0.04, 0.25], [-0.22, -0.01, -0.19], [-1.00, 0.10, 3.79], [-0.04, -0.26, -0.25], [-0.05, 0.22, -0.02], [0.08, 0.00, -0.02]], "orbital_gap_ev": 10.455, "homo_ev": -9.63}


Record 6
{"formula": "CH4FNP2", "method": "ωB97M-V/def2-TZVPD", "species": ["H", "N", "C", "F", "P", "P", "H", "H", "H"], "coordinates": [[1.687488, -1.499095, 1.062426], [2.078909, -0.637993, 0.907071], [1.378998, -0.090187, 0.023492], [1.673350, 1.143836, -0.354584], [-0.473437, -0.496855, -0.833504], [-1.651173, 0.790369, 0.310926], [-0.430555, -1.670644, -0.067018], [-1.476366, 1.948899, -0.644083], [-2.787213, 0.511674, -0.404727]], "forces_ev_per_angstrom": [[-0.96, -2.87, 0.91], [0.48, 2.40, -1.61], [-2.20, 0.06, 0.13], [0.48, 0.70, -0.34], [3.85, -1.24, -1.00], [-0.23, 2.87, 0.98], [-0.63, -0.16, 0.32], [0.15, -1.21, 1.05], [-0.92, -0.56, -0.45]], "smiles": "[H]/N=C(/F)[PH]#[PH2]", "orbital_gap_ev": 9.752, "homo_ev": -9.17}


Record 7
{"formula": "CH4FNS", "method": "ωB97M-V/def2-TZVPD", "species": ["C", "N", "F", "S", "H", "H", "H", "H"], "coordinates": [[0.717375, 0.109037, -0.697725], [-0.560804, -0.257228, 2.234861], [-1.876584, 0.534338, 0.118241], [-1.334180, -0.772899, 1.164469], [0.555015, 1.009911, -1.251967], [0.225567, -0.735677, -1.074025], [0.511463, 0.327759, 0.376920], [1.762147, -0.215240, -0.870772]], "forces_ev_per_angstrom": [[2.29, 0.64, 1.15], [0.31, -0.22, 1.07], [0.08, -1.42, 0.85], [-1.43, 1.30, -1.16], [-0.36, 0.28, -0.52], [-1.53, -0.93, -0.47], [0.80, -0.24, -1.43], [-0.14, 0.58, 0.51]], "orbital_gap_ev": 10.211, "homo_ev": -11.47}


Record 8
{"formula": "CH4IN", "method": "ωB97M-V/def2-TZVPD", "species": ["C", "N", "I", "H", "H", "H", "H"], "coordinates": [[0.572757, 0.285778, 0.149189], [-0.440303, -0.688940, 0.204777], [-2.264575, 0.076646, -0.077332], [1.397394, 0.079972, 0.789362], [0.893106, 0.284656, -0.849676], [0.220216, 1.230683, 0.462307], [-0.378592, -1.268795, -0.678629]], "forces_ev_per_angstrom": [[0.74, 0.51, -0.03], [-1.03, -3.07, -1.02], [-1.30, 0.49, 0.00], [0.74, -0.64, 0.62], [1.04, 0.94, -1.39], [-0.36, 1.19, 0.08], [0.17, 0.57, 1.72]], "orbital_gap_ev": 8.962, "homo_ev": -8.78}


- Which formula does entry 2 have?
  CH4F2Si


- Number 5 is which compound?
  CH4FNO2


Copy entry 2 word for word.
{"formula": "CH4F2Si", "method": "ωB97M-V/def2-TZVPD", "species": ["C", "F", "F", "Si", "H", "H", "H", "H"], "coordinates": [[0.437555, 0.492886, 0.739046], [-2.842595, -2.234708, -0.185586], [-0.748841, -3.084093, -1.038188], [-1.613023, -1.721007, -0.953692], [0.811624, 1.072081, -0.125276], [-0.338851, 0.910146, 1.391808], [1.378799, 0.005821, 1.084671], [-1.954411, -1.724014, -2.425502]], "forces_ev_per_angstrom": [[1.55, 0.30, -0.77], [-2.13, -0.18, 1.42], [0.54, 0.35, 0.37], [2.19, -0.54, -1.72], [-1.13, -0.07, 0.26], [0.53, -0.43, -0.31], [-1.41, -0.19, 0.48], [-0.14, 0.76, 0.27]], "orbital_gap_ev": [8.279, 8.550], "homo_ev": [-9.63, -8.99]}